(1)
The following is a DFT calculation (ωB97M-V/def2-TZVPD) of 2 unconnected molecules or ions with the total composition C14H24Br2F6N2O5S2 at a distorted geometry.

Properties
orbital gap: 0.3518 Eh
spin multiplicity: 1

Last column: Löwdin charge in e.
Element x y z (Å)
C -1.412 2.147 3.522  -0.07
O -0.620 1.424 2.588  -0.16
C -0.838 1.713 1.215  -0.49
C 0.332 1.020 0.477  -0.17
C 0.908 -0.213 1.177  -0.14
C 1.732 -1.035 0.174  -0.06
C 3.138 -0.505 -0.060  -0.44
F 3.308 -0.176 -1.374  0.11
F 3.419 0.606 0.658  0.13
C 4.220 -1.556 0.247  -0.51
F 5.463 -1.042 0.072  0.16
F 4.108 -1.981 1.527  0.16
F 4.074 -2.620 -0.582  0.15
C -0.800 3.223 0.884  -0.65
Br -0.592 3.484 -1.063  0.80
C 0.274 4.114 1.550  -0.69
C 1.423 3.484 2.347  -0.11
Br -0.655 5.431 2.719  0.70
C -2.204 1.008 0.874  -0.51
S -3.480 1.933 -0.066  0.83
N -1.945 -0.296 0.158  -0.24
O -2.547 -0.319 -1.116  -0.09
S -2.641 -1.595 1.017  0.61
O -2.048 -2.769 0.481  -0.23
O -4.050 -1.493 1.129  -0.21
F -2.029 -1.351 2.409  -0.10
H -1.710 1.453 4.301  0.10
H -0.820 2.919 3.993  0.05
H -2.319 2.553 3.088  0.09
H 0.058 0.795 -0.542  0.09
H 1.156 1.720 0.405  0.09
H 1.539 0.093 1.998  0.12
H 0.128 -0.864 1.532  0.09
H 1.755 -2.078 0.461  0.13
H 1.235 -1.000 -0.788  0.13
H -1.755 3.679 1.077  0.01
H 0.691 4.761 0.801  0.03
H 1.319 3.717 3.398  0.05
H 2.365 3.923 2.044  0.09
H 1.497 2.412 2.274  0.06
H -2.691 0.739 1.799  0.08
H -3.597 2.984 0.756  -0.12
H -2.676 -1.237 -1.394  0.08
C -0.198 -2.379 -5.095  -0.01
C -1.067 -2.552 -3.873  -0.54
O -2.056 -1.860 -3.685  0.03
N -0.705 -3.506 -2.977  0.02
C 0.431 -4.408 -3.033  -0.07
H -0.616 -1.584 -5.703  0.08
H 0.819 -2.107 -4.810  0.08
H -0.173 -3.297 -5.683  0.09
H -1.323 -3.574 -2.183  0.13
H 0.087 -5.443 -3.031  0.08
H 1.072 -4.256 -2.163  0.08
H 1.015 -4.236 -3.930  0.07



(2)
The following is a DFT calculation (ωB97M-V/def2-TZVPD) of a molecular structure, C14H24BrMoO4PSbSe4Te.

Properties
orbital gap (spin up / spin down): 0.2102 / 0.2101 Eh
charge: -1
relative energy (zero: lowest compared OMol25 entry of this formula, charge and spin): 9.1 kJ/mol
spin multiplicity: 1

Last column: Löwdin charge in e.
Element x y z (Å)
Mo -0.362 0.778 0.101  0.94
C -3.890 -1.322 0.536  -0.04
C -2.436 -1.636 0.244  -0.46
C -1.843 -2.643 1.209  -0.04
O -1.714 -0.394 0.327  -0.43
H -4.496 -2.219 0.399  0.08
H -4.257 -0.548 -0.136  0.09
H -4.008 -0.977 1.565  0.08
H -2.308 -1.979 -0.784  0.12
H -1.920 -2.293 2.240  0.07
H -0.797 -2.836 0.975  0.07
H -2.402 -3.577 1.126  0.09
C 2.412 -3.752 0.101  -0.08
C 2.086 -2.843 -1.062  -0.29
O 1.087 -1.918 -0.633  -0.31
P 0.386 -0.865 -1.666  0.37
O -0.642 -1.540 -2.499  -0.35
Te -0.572 2.130 -2.133  0.53
O 1.647 -0.400 -2.567  -0.34
C 1.753 -0.815 -3.941  -0.29
C 1.099 0.184 -4.868  -0.10
H 3.188 -4.464 -0.183  0.07
H 1.528 -4.309 0.415  0.07
H 2.770 -3.167 0.949  0.08
H 1.715 -3.420 -1.915  0.12
H 2.970 -2.286 -1.385  0.12
H 1.301 -1.800 -4.061  0.10
H 2.825 -0.891 -4.134  0.12
H 0.023 0.209 -4.694  0.06
H 1.268 -0.106 -5.907  0.08
H 1.513 1.182 -4.718  0.07
C 1.741 0.668 0.459  -0.26
H 2.351 0.381 -0.394  -0.01
H 1.969 0.036 1.317  0.03
H 1.979 1.700 0.738  0.01
Br 0.145 2.045 6.856  0.70
C -0.003 1.762 4.982  -0.70
C 0.655 2.610 4.109  -0.13
C 0.549 2.386 2.744  -0.18
C -0.205 1.333 2.217  -0.35
C -0.873 0.518 3.137  -0.11
C -0.772 0.716 4.510  -0.14
H 1.237 3.440 4.485  0.10
H 1.064 3.070 2.080  0.08
H -1.500 -0.293 2.791  0.06
H -1.297 0.068 5.199  0.10
Se -0.345 7.608 -0.180  -0.20
Sb -0.953 6.291 -2.052  -0.25
Se -1.196 3.075 0.058  0.07
Se 0.732 5.456 -3.512  -0.23
Se -3.201 5.647 -2.446  -0.20



(3)
The following is a DFT calculation (ωB97M-V/def2-TZVPD) of C14H24NO4P in the gas phase at a distorted geometry.

Properties
orbital gap: 0.3742 Eh
relative energy (zero: lowest compared OMol25 entry of this formula, charge and spin): 35.6 kJ/mol
spin multiplicity: 1

Last column: Löwdin charge in e.
Element x y z (Å)
C -3.265 -0.816 1.225  -0.06
H -2.856 -1.196 2.158  0.08
H -2.694 0.062 0.934  0.05
H -4.298 -0.521 1.390  0.08
C -3.179 -1.876 0.131  -0.40
C -3.770 -1.365 -1.180  -0.07
H -3.199 -0.513 -1.538  0.07
H -3.745 -2.143 -1.939  0.08
H -4.803 -1.056 -1.035  0.08
C -1.728 -2.325 -0.070  -0.21
H -1.314 -2.671 0.882  0.11
H -1.680 -3.139 -0.800  0.13
O -0.929 -1.255 -0.563  -0.19
P 0.461 -0.896 0.157  0.56
O 0.482 -1.246 1.583  -0.23
O 0.693 0.633 -0.218  -0.19
C 0.167 1.670 0.612  -0.19
C -0.441 2.768 -0.262  -0.41
C -0.793 3.979 0.597  -0.07
H -1.523 3.706 1.356  0.08
H -1.217 4.765 -0.022  0.08
H 0.091 4.371 1.095  0.08
C -1.667 2.252 -1.009  -0.07
H -2.480 2.053 -0.313  0.08
H -2.009 2.989 -1.732  0.08
H -1.423 1.333 -1.537  0.07
H 0.322 3.053 -0.994  0.14
H -0.575 1.257 1.301  0.12
H 0.998 2.072 1.201  0.14
C 1.799 -1.749 -0.802  -0.35
C 3.073 -1.050 -0.450  -0.20
C 3.770 -1.333 0.719  -0.01
C 4.899 -0.589 1.023  -0.05
C 5.282 0.417 0.151  -0.15
N 4.622 0.699 -0.961  0.07
C 3.552 -0.015 -1.250  -0.11
H 3.041 0.250 -2.166  0.12
H 6.153 1.029 0.344  0.10
H 5.464 -0.785 1.921  0.10
H 3.443 -2.120 1.383  0.12
O 1.716 -3.098 -0.433  -0.03
H 1.689 -3.137 0.534  0.08
H 1.606 -1.698 -1.875  0.14
H -3.736 -2.764 0.453  0.14



(4)
The following is a DFT calculation (ωB97M-V/def2-TZVPD) of 6 unconnected molecules or ions with the total composition C14H24O14 at a distorted geometry.

Properties
orbital gap: 0.3626 Eh
relative energy (zero: lowest compared OMol25 entry of this formula, charge and spin): 100.8 kJ/mol
spin multiplicity: 1

Last column: Löwdin charge in e.
Element x y z (Å)
C 9.085 -6.033 -6.180  -0.13
C 9.862 -5.018 -5.386  -0.10
O 8.893 -4.601 -4.432  0.11
C 7.906 -5.460 -4.380  -0.59
O 7.033 -5.377 -3.557  0.14
O 7.983 -6.310 -5.382  0.09
H 9.660 -6.938 -6.376  0.14
H 8.757 -5.610 -7.129  0.13
H 10.125 -4.251 -6.115  0.14
H 10.757 -5.405 -4.901  0.14
C 5.421 -10.274 -3.250  -0.10
C 6.252 -9.895 -2.048  -0.11
O 7.346 -10.798 -2.173  0.06
C 7.305 -11.506 -3.306  -0.62
O 8.090 -12.355 -3.644  0.15
O 6.278 -11.145 -4.008  0.11
H 4.964 -9.409 -3.730  0.13
H 4.497 -10.762 -2.937  0.13
H 5.864 -10.111 -1.052  0.14
H 6.567 -8.867 -2.230  0.12
C 5.911 -3.147 -0.629  -0.11
C 4.813 -2.101 -0.265  -0.08
O 5.458 -1.307 0.755  0.07
C 6.754 -1.412 0.593  -0.59
O 7.589 -0.671 1.058  0.14
O 7.059 -2.420 -0.249  0.07
H 5.823 -3.280 -1.708  0.12
H 5.731 -4.103 -0.137  0.11
H 3.866 -2.471 0.128  0.12
H 4.585 -1.361 -1.032  0.13
C 2.222 -6.506 2.180  -0.05
C 3.074 -6.632 0.929  -0.14
O 3.922 -5.505 0.946  0.05
C 4.012 -4.993 2.157  -0.52
O 4.791 -4.041 2.491  0.10
O 2.978 -5.440 2.877  0.07
H 2.207 -7.397 2.807  0.13
H 1.213 -6.229 1.873  0.13
H 2.532 -6.628 -0.017  0.13
H 3.586 -7.593 0.879  0.13
O 4.713 -6.367 -2.336  -0.03
H 5.638 -6.163 -2.203  0.01
H 4.390 -6.597 -1.465  0.01
C 4.910 -4.657 -7.099  -0.09
C 4.437 -4.129 -5.769  -0.37
O 3.867 -5.177 -5.118  -0.05
H 5.390 -3.913 -7.736  0.07
H 4.131 -5.179 -7.653  0.08
H 5.776 -5.306 -6.965  0.06
H 3.700 -3.329 -5.830  0.11
H 5.306 -3.693 -5.275  0.11
H 4.391 -5.468 -4.369  0.05



(5)
The following is a DFT calculation (ωB97M-V/def2-TZVPD) of a molecular structure, C14H25AgN3O3 at a distorted geometry.

Properties
orbital gap: 0.2650 Eh
charge: +1
spin multiplicity: 1

Last column: Löwdin charge in e.
Element x y z (Å)
C -1.582 -2.096 -7.406  -0.01
C -1.627 -1.303 -8.537  -0.29
H -1.156 -3.102 -7.458  0.07
H -2.196 -1.824 -6.532  0.09
C -1.560 0.144 -8.379  -0.31
C -1.156 0.658 -7.188  0.06
H -1.038 0.002 -6.335  0.02
H -1.013 1.730 -7.080  0.07
C -1.722 -1.881 -9.943  -0.05
H -1.451 -2.948 -9.924  0.08
H -1.030 -1.373 -10.641  0.08
H -2.744 -1.811 -10.364  0.10
C -1.896 1.087 -9.520  -0.06
H -2.922 0.921 -9.883  0.09
H -1.211 1.006 -10.378  0.08
H -1.846 2.119 -9.142  0.08
Ag -0.562 -0.316 -0.831  0.74
O 0.056 -0.704 -3.011  -0.03
C 0.783 -0.152 -3.864  -0.34
O 0.879 1.447 -1.325  0.03
C 1.646 1.590 -2.278  -0.44
O 2.671 2.459 -2.244  0.08
N 1.610 0.937 -3.519  0.08
C 3.401 2.406 -3.516  -0.08
C 2.635 1.486 -4.413  -0.11
H 4.409 2.019 -3.328  0.14
H 3.446 3.410 -3.947  0.14
H 3.276 0.701 -4.823  0.14
H 2.162 2.054 -5.221  0.14
C 0.844 -0.642 -5.242  -0.09
C 0.283 -1.824 -5.623  0.04
H 1.444 -0.096 -5.973  0.11
H -0.190 -2.462 -4.867  0.10
H 0.579 -2.249 -6.581  0.08
N -0.118 -1.370 1.230  -0.07
C -1.202 -1.350 2.235  -0.26
C -1.875 -0.002 2.205  -0.24
N -2.141 0.360 0.780  -0.06
H 0.337 -2.279 1.178  0.09
H 0.601 -0.703 1.494  0.08
H -1.920 -2.117 1.953  0.11
H -0.817 -1.575 3.236  0.12
H -2.822 -0.025 2.762  0.12
H -1.206 0.759 2.625  0.12
H -3.006 -0.091 0.482  0.08
H -2.263 1.368 0.689  0.09



(6)
The following is a DFT calculation (ωB97M-V/def2-TZVPD) of a molecular structure, C14H25BBeN6Si at a distorted geometry.

Properties
orbital gap: 0.2204 Eh
relative energy (zero: lowest compared OMol25 entry of this formula, charge and spin): 348.1 kJ/mol
spin multiplicity: 1

Last column: Löwdin charge in e.
Element x y z (Å)
H 0.764 -0.548 2.611  0.09
N 1.324 -0.539 0.564  0.05
B 2.588 -0.761 -1.611  -0.45
N 2.393 -1.123 -0.116  0.01
C 3.224 -1.704 0.763  -0.07
Be 0.241 0.405 -0.540  -0.09
H 4.129 -2.168 0.395  0.12
C 2.689 -1.553 2.031  -0.05
H 3.116 -1.906 2.954  0.09
C 1.497 -0.836 1.870  -0.08
H 3.587 -1.210 -2.095  0.12
C -1.148 1.603 -0.612  -0.02
H -1.920 1.973 0.072  0.06
H -1.673 0.956 -1.319  0.06
H -0.755 2.479 -1.138  0.06
N 2.549 0.806 -1.578  0.03
N 1.293 -1.121 -2.376  0.03
N 1.455 1.394 -0.969  -0.01
N 0.098 -0.548 -1.946  0.04
C 3.426 1.761 -1.930  -0.04
C 1.081 -1.760 -3.534  -0.05
H 4.329 1.473 -2.443  0.13
H 1.910 -2.234 -4.024  0.12
C 2.902 2.982 -1.517  -0.05
C -0.270 -1.652 -3.853  -0.04
C 1.689 2.723 -0.895  -0.07
C -0.857 -0.903 -2.829  -0.08
H 3.338 3.959 -1.645  0.10
H -0.765 -2.048 -4.711  0.09
H 0.955 3.369 -0.413  0.12
H -1.890 -0.625 -2.671  0.11
H -0.410 1.136 0.228  0.07
C -1.481 1.092 2.912  -0.19
Si -2.425 -0.239 1.959  0.37
C -2.801 -1.668 3.118  -0.21
C -4.059 0.505 1.372  -0.20
C -1.487 -0.880 0.482  -0.28
H -2.150 1.487 3.692  0.03
H -1.163 1.937 2.286  0.02
H -0.590 0.692 3.416  0.01
H -3.499 -1.343 3.902  0.02
H -3.265 -2.499 2.568  0.03
H -1.889 -2.043 3.602  0.02
H -3.929 1.418 0.777  0.01
H -4.616 -0.219 0.762  0.03
H -4.680 0.757 2.244  0.02
H -0.830 -1.750 0.659  -0.02
H -2.024 -1.025 -0.474  -0.04



(7)
The following is a DFT calculation (ωB97M-V/def2-TZVPD) of 2 unconnected molecules or ions with the total composition C14H25BN2O6 at a distorted geometry.

Properties
orbital gap: 0.3569 Eh
spin multiplicity: 1

Last column: Löwdin charge in e.
Element x y z (Å)
C -2.960 1.063 -3.991  -0.09
C -2.798 2.225 -3.006  -0.24
C -1.354 2.638 -2.791  -0.21
O -0.556 1.651 -2.145  -0.10
C -0.992 1.280 -0.879  -0.21
N 0.169 1.215 0.027  0.02
C -0.306 0.828 1.368  -0.17
O 0.550 1.361 2.338  -0.04
C 0.817 0.542 3.414  -0.28
C 2.095 0.017 3.538  0.00
C 2.385 -0.801 4.622  -0.07
C 1.406 -1.096 5.564  -0.09
C 0.131 -0.558 5.429  -0.08
C -0.169 0.267 4.351  -0.01
C 1.188 0.311 -0.360  -0.47
O 2.251 0.258 0.205  0.15
O 0.842 -0.483 -1.391  0.19
B 1.471 -1.755 -1.534  -0.69
O 2.774 -1.845 -1.912  0.21
N 0.705 -2.942 -1.318  -0.06
C 0.962 -3.986 -2.324  -0.06
C -0.736 -2.749 -1.144  -0.07
H -3.947 1.103 -4.457  0.07
H -2.898 0.097 -3.489  0.06
H -2.221 1.106 -4.791  0.08
H -3.292 1.969 -2.066  0.10
H -3.324 3.106 -3.388  0.11
H -0.885 2.773 -3.767  0.13
H -1.285 3.585 -2.243  0.13
H -1.527 0.320 -0.904  0.14
H -1.660 2.032 -0.444  0.14
H -0.362 -0.264 1.476  0.15
H -1.314 1.235 1.485  0.14
H 2.825 0.256 2.775  0.11
H 3.378 -1.218 4.723  0.10
H 1.642 -1.742 6.399  0.10
H -0.638 -0.772 6.160  0.10
H -1.154 0.704 4.242  0.12
H 3.182 -0.981 -2.019  0.12
H 0.589 -4.946 -1.959  0.09
H 2.030 -4.089 -2.495  0.08
H 0.456 -3.762 -3.270  0.10
H -0.933 -2.178 -0.236  0.08
H -1.210 -3.725 -1.023  0.09
H -1.203 -2.252 -2.001  0.09
O 1.890 3.793 1.104  -0.06
H 2.733 3.331 1.149  0.03
H 1.254 3.076 0.978  -0.01



(8)
The following is a DFT calculation (ωB97M-V/def2-TZVPD) of a molecular structure, C14H25BN6PtSi at a distorted geometry.

Properties
orbital gap (spin up / spin down): 0.3537 / 0.1982 Eh
charge: +2
<S²>: 6.03
spin multiplicity: 5

Last column: Mulliken spin population.
Element x y z (Å)
H 1.838 -0.928 -3.137  0.00
N 1.852 0.359 -1.528  0.18
B 2.598 1.295 0.876  -0.01
N 2.766 0.592 -0.524  0.02
C 3.995 0.351 -1.030  0.01
Pt 0.066 1.072 -2.115  1.78
H 4.835 0.710 -0.464  0.00
C 3.855 -0.306 -2.251  0.02
H 4.633 -0.702 -2.881  0.00
C 2.485 -0.388 -2.468  0.01
H 3.597 1.936 1.111  0.00
C -3.011 -1.414 2.965  0.00
H -4.096 -1.333 2.985  0.00
H -2.610 -0.719 2.231  0.00
H -2.615 -1.144 3.942  0.00
N 2.500 0.394 2.253  0.05
N 1.435 2.279 0.477  0.01
N 1.498 -0.612 2.370  0.31
N 0.415 2.136 -0.446  0.20
C 3.215 0.384 3.419  0.27
C 1.470 3.581 0.846  0.02
H 4.094 0.987 3.681  0.00
H 2.340 3.948 1.351  0.00
C 2.650 -0.584 4.281  0.34
C 0.317 4.194 0.386  0.01
C 1.573 -1.151 3.572  0.01
C -0.380 3.227 -0.304  0.02
H 2.941 -0.857 5.280  0.01
H 0.001 5.223 0.546  0.00
H 0.868 -1.932 3.947  0.00
H -1.395 3.126 -0.666  0.01
H -2.733 -2.394 2.731  0.00
C -1.313 -2.261 -0.902  0.02
Si -2.392 -1.194 -1.974  0.11
C -3.005 -2.116 -3.479  0.07
C -3.781 -0.790 -0.806  0.03
C -1.622 0.348 -2.766  0.43
H -1.753 -3.263 -0.968  0.00
H -1.326 -1.933 0.142  0.00
H -0.264 -2.301 -1.197  0.00
H -3.636 -2.944 -3.159  0.01
H -3.574 -1.449 -4.131  0.00
H -2.163 -2.497 -4.068  0.00
H -3.476 -0.792 0.244  0.00
H -4.249 0.172 -1.006  0.00
H -4.521 -1.582 -0.955  0.01
H -1.548 0.158 -3.837  0.03
H -2.368 1.115 -2.574  0.02



(9)
The following is a DFT calculation (ωB97M-V/def2-TZVPD) of a molecular structure, C14H25Br12 at a distorted geometry.

Properties
orbital gap: 0.0784 Eh
charge: -1
spin multiplicity: 1

Last column: Löwdin charge in e.
Element x y z (Å)
C 2.972 -4.129 -0.507  -0.29
C 4.423 -3.793 0.057  -0.39
C 4.974 -2.403 -0.447  -0.26
C 4.575 -1.302 0.574  -0.22
C 4.615 0.161 0.018  -0.22
C 3.251 0.901 0.215  -0.23
C 2.118 0.318 -0.722  -0.23
C 1.053 -0.436 0.132  -0.22
C 0.384 -1.627 -0.637  -0.24
C -1.058 -1.941 -0.065  -0.12
H 2.701 -3.255 -1.166  -0.08
H 2.259 -4.038 0.365  -0.08
H 5.111 -4.562 -0.358  0.04
H 4.366 -3.837 1.164  0.07
H 6.078 -2.523 -0.543  0.09
H 4.538 -2.139 -1.432  0.09
H 5.248 -1.385 1.455  0.10
H 3.559 -1.524 0.956  0.09
H 4.946 0.230 -1.034  0.10
H 5.342 0.723 0.648  0.09
H 3.403 1.977 -0.028  0.07
H 2.925 0.844 1.271  0.10
H 2.579 -0.302 -1.511  0.11
H 1.661 1.215 -1.202  -0.01
H 0.228 0.251 0.410  0.08
H 1.546 -0.816 1.047  0.10
H 0.315 -1.437 -1.723  0.09
H 0.989 -2.529 -0.430  0.05
H -1.774 -2.177 -0.878  0.05
H -0.997 -2.863 0.547  0.07
H -1.412 -1.113 0.576  0.03
C -0.919 3.320 -1.435  -1.58
Br -0.888 1.636 -2.386  0.63
Br -2.536 3.510 -0.391  0.51
Br 0.662 3.569 -0.346  0.63
H -0.923 4.105 -2.180  -0.03
C -4.585 1.885 3.191  -1.60
Br -3.778 0.715 1.881  0.54
Br -3.376 2.268 4.653  0.57
Br -5.263 3.506 2.377  0.53
H -5.433 1.360 3.610  -0.03
C -5.377 -3.513 -0.924  -1.62
Br -5.376 -2.922 -2.767  0.55
Br -4.070 -4.905 -0.617  0.57
Br -5.146 -2.033 0.300  0.53
H -6.352 -3.941 -0.727  -0.04
C -5.554 7.095 -0.255  -1.61
Br -6.641 6.800 1.318  0.54
Br -3.706 7.430 0.207  0.56
Br -5.725 5.642 -1.520  0.55
H -5.930 7.987 -0.739  -0.03